70
Properties=species:S:1:pos:R:3:mulliken_spin:R:1 method="wB97M-V/def2-TZVPD" orbital_gap_ev="7.822 / 8.181" charge=+2 homo_ev="-15.0 / -15.0" relative_energy_kj_mol=0.0 s_squared=0.780 lumo_energy_ev="-7.14 / -6.79" spin_multiplicity=2 e_tot_ha=-2174.7294
O -2.060 -0.203 -0.826 -0.247
V -1.047 0.486 0.147 1.236
C -3.589 -0.267 3.994 0.001
C -3.114 -0.706 2.624 0.012
C -4.294 -1.015 1.733 0.000
O -3.813 -1.693 0.586 0.004
C -4.816 -1.914 -0.393 0.000
N -2.262 0.422 2.026 0.008
H -2.767 0.074 4.630 0.000
H -4.094 -1.090 4.496 0.000
H -4.276 0.582 3.945 0.000
H -2.476 -1.585 2.709 -0.005
H -4.737 -0.064 1.379 0.000
H -5.060 -1.605 2.239 -0.001
H -4.301 -2.176 -1.315 0.000
H -5.403 -1.004 -0.559 0.000
H -5.484 -2.733 -0.119 0.000
H -1.742 0.820 2.806 0.007
H -2.977 1.122 1.797 0.002
C 2.024 3.567 1.934 0.000
C 1.713 2.430 0.967 0.001
C 2.843 1.450 0.925 0.002
O 2.789 0.648 -0.256 0.002
C 4.075 0.389 -0.831 0.000
N 0.427 1.733 1.416 -0.003
H 2.851 4.177 1.573 0.000
H 2.402 3.146 2.874 0.000
H 1.153 4.183 2.148 0.000
H 1.478 2.823 -0.019 0.001
H 2.761 0.770 1.787 0.000
H 3.811 1.946 1.000 0.000
H 4.676 -0.198 -0.140 0.000
H 4.551 1.318 -1.148 0.000
H 3.897 -0.179 -1.746 0.000
H -0.193 2.535 1.589 0.000
H 0.568 1.370 2.361 0.002
C -1.558 1.727 -3.418 0.008
C -0.419 0.854 -2.963 0.005
C 0.761 0.871 -3.908 0.001
O 1.347 2.154 -3.811 0.000
C 2.379 2.395 -4.778 0.000
N 0.052 1.286 -1.609 -0.039
H -2.044 1.355 -4.317 0.000
H -1.236 2.752 -3.620 0.001
H -2.315 1.804 -2.631 -0.002
H -0.761 -0.181 -2.895 0.000
H 0.426 0.679 -4.932 0.000
H 1.519 0.124 -3.622 0.000
H 2.204 3.380 -5.204 0.000
H 2.368 1.650 -5.571 0.000
H 3.345 2.387 -4.272 0.000
H 0.087 2.305 -1.620 0.010
H 1.036 1.011 -1.552 0.005
C -0.831 -3.219 0.529 -0.003
C 0.055 -2.169 1.164 0.028
C 1.365 -2.731 1.669 0.004
O 2.042 -3.247 0.561 0.000
C 3.444 -3.396 0.736 0.000
N 0.389 -1.118 0.086 -0.041
H -1.030 -4.015 1.244 0.000
H -0.380 -3.607 -0.381 0.001
H -1.801 -2.781 0.285 0.001
H -0.470 -1.625 1.951 -0.009
H 1.178 -3.490 2.442 0.000
H 1.951 -1.947 2.183 0.001
H 3.724 -3.470 1.792 0.000
H 3.968 -2.526 0.330 0.000
H 3.774 -4.316 0.263 0.000
H 0.583 -1.695 -0.734 0.006
H 1.334 -0.761 0.270 0.002

82
Properties=species:S:1:pos:R:3:lowdin_charge:R:1 method="wB97M-V/def2-TZVPD" orbital_gap_ev=9.869 homo_ev=-10.3 lumo_energy_ev=-0.44 e_tot_ha=-2291.2248
C 1.549 -6.609 1.233 -0.105
C 0.552 -6.809 0.089 -0.119
O -0.327 -7.822 0.545 0.091
C 0.055 -8.378 1.648 -0.593
O -0.466 -9.297 2.226 0.153
O 1.109 -7.656 2.100 0.059
H 1.351 -5.563 1.468 0.128
H 2.557 -6.767 0.849 0.130
H 1.142 -7.154 -0.760 0.126
H 0.060 -5.871 -0.169 0.130
C -0.556 1.630 -0.059 -0.145
C -1.476 0.646 -0.794 -0.084
O -0.562 -0.426 -1.154 0.040
C 0.728 -0.032 -1.003 -0.511
O 1.683 -0.605 -1.471 0.147
O 0.721 1.254 -0.494 0.043
H -0.582 1.561 1.029 0.125
H -0.837 2.666 -0.244 0.130
H -1.977 1.006 -1.692 0.131
H -2.167 0.196 -0.082 0.126
C 2.023 0.256 5.981 -0.138
C 3.395 0.922 6.218 -0.091
O 4.279 -0.141 5.867 0.098
C 3.690 -0.900 5.008 -0.593
O 4.255 -1.638 4.250 0.159
O 2.322 -0.714 5.016 0.048
H 1.259 0.931 5.596 0.128
H 1.593 -0.252 6.843 0.129
H 3.501 1.184 7.271 0.129
H 3.579 1.842 5.663 0.132
C 8.863 -4.982 -1.949 -0.122
C 7.685 -5.959 -2.069 -0.119
O 7.681 -6.561 -0.796 0.048
C 8.771 -6.232 -0.063 -0.500
O 8.998 -6.582 1.106 0.113
O 9.403 -5.178 -0.644 0.062
H 8.588 -3.945 -2.142 0.129
H 9.589 -5.257 -2.713 0.123
H 7.905 -6.826 -2.693 0.132
H 6.800 -5.387 -2.348 0.132
O 1.119 6.639 3.553 -0.052
H 1.789 7.201 3.941 0.031
H 0.575 6.369 4.293 0.029
O -6.746 2.705 -3.353 -0.056
H -7.489 2.794 -3.949 0.029
H -6.697 1.767 -3.168 0.028
O -5.711 -2.065 2.971 -0.054
H -5.545 -2.709 3.659 0.030
H -5.424 -1.233 3.347 0.027
O -0.059 8.973 0.332 -0.053
H 0.186 8.430 1.081 0.017
H -0.390 9.783 0.721 0.030
O -2.843 5.257 -4.918 -0.052
H -3.631 4.915 -4.495 0.024
H -2.156 5.163 -4.258 0.026
O 1.212 5.891 -2.570 -0.054
H 1.090 6.709 -2.087 0.023
H 2.068 5.570 -2.286 0.029
O -4.755 2.853 4.959 -0.054
H -4.709 3.275 4.101 0.026
H -4.411 3.507 5.567 0.027
O -7.601 -2.493 -1.123 -0.055
H -7.176 -2.417 -0.268 0.024
H -7.103 -3.171 -1.579 0.028
C 1.108 -2.244 -6.981 -0.104
C 1.163 -3.569 -7.728 -0.322
O 1.811 -4.586 -6.962 -0.081
H 0.344 -2.257 -6.204 0.066
H 0.781 -1.427 -7.624 0.071
H 2.094 -2.048 -6.561 0.078
H 1.677 -3.292 -8.648 0.110
H 0.139 -3.902 -7.892 0.106
H 1.216 -4.833 -6.251 0.078
C -6.035 7.768 2.246 -0.089
C -5.536 6.952 1.013 -0.298
O -5.983 5.616 1.154 -0.092
H -7.115 7.892 2.319 0.065
H -5.520 8.729 2.255 0.064
H -5.897 7.353 3.244 0.064
H -4.456 6.915 1.155 0.096
H -5.764 7.326 0.015 0.114
H -6.355 5.342 0.313 0.077

80
Properties=species:S:1:pos:R:3:lowdin_charge:R:1 method="wB97M-V/def2-TZVPD" orbital_gap_ev=3.467 charge=-1 homo_ev=-4.2 lumo_energy_ev=-0.75 e_tot_ha=-4916.0211
C 0.020 4.525 -3.274 -0.126
C 0.062 4.810 -4.800 -0.267
C 1.487 4.901 -5.398 -0.389
N 2.294 3.692 -5.293 -0.150
Ga 3.623 3.707 -3.899 -0.062
I 5.396 5.593 -4.448 0.049
C 4.660 1.929 -3.906 -0.287
C 3.765 0.731 -3.518 -0.326
O 3.396 0.054 -4.724 -0.185
C 2.547 -1.039 -4.427 -0.282
C 1.104 -0.592 -4.050 -0.070
H -0.695 5.215 -2.802 0.053
H 0.996 4.694 -2.815 0.011
H -0.348 3.512 -3.078 0.061
H -0.392 5.806 -4.939 0.086
H -0.558 4.108 -5.375 0.091
H 1.342 5.102 -6.481 0.089
H 1.971 5.795 -4.984 0.078
H 1.723 2.855 -5.290 0.020
H 3.053 3.904 -2.413 -0.069
H 5.518 2.018 -3.230 0.030
H 4.981 1.771 -4.942 0.044
H 2.891 1.041 -2.926 0.095
H 4.372 0.012 -2.931 0.103
H 3.016 -1.630 -3.621 0.103
H 2.457 -1.617 -5.354 0.107
H 0.916 0.364 -4.548 0.072
H 0.425 -1.331 -4.491 0.062
H 0.961 -0.526 -2.969 0.061
C 3.638 -2.701 0.366 -0.125
O 2.344 -2.087 0.239 -0.264
P 0.990 -3.097 0.428 0.666
O 0.073 -2.139 -0.269 -0.265
O 1.008 -2.805 2.035 -0.279
C 1.150 -1.453 2.492 -0.095
O -0.238 -4.234 0.673 -0.259
C 0.050 -5.373 1.502 -0.124
H 4.393 -1.925 0.267 0.090
H 3.743 -3.179 1.346 0.081
H 3.788 -3.441 -0.422 0.078
H 0.791 -0.735 1.756 0.094
H 2.198 -1.248 2.719 0.088
H 0.577 -1.340 3.404 0.055
H 0.092 -5.075 2.550 0.081
H 0.990 -5.843 1.214 0.078
H -0.757 -6.095 1.379 0.082
C -2.966 -3.043 -0.601 -0.107
O -4.271 -2.421 -0.724 -0.236
P -5.593 -3.429 -0.519 0.569
O -6.631 -2.616 -1.206 -0.267
O -5.600 -3.230 1.102 -0.278
C -5.650 -1.911 1.633 -0.107
O -6.422 -4.870 -0.371 -0.228
C -5.811 -5.929 0.385 -0.122
H -2.202 -2.280 -0.708 0.067
H -2.861 -3.517 0.379 0.078
H -2.835 -3.790 -1.386 0.086
H -6.119 -1.212 0.941 0.087
H -4.643 -1.566 1.873 0.086
H -6.231 -1.944 2.554 0.085
H -5.856 -5.706 1.451 0.081
H -4.775 -6.081 0.083 0.078
H -6.371 -6.844 0.197 0.083
C 1.952 3.533 5.026 -0.114
O 1.165 2.514 4.381 -0.238
P 0.170 1.584 5.372 0.598
O -0.010 0.417 4.469 -0.251
O -1.042 2.669 5.259 -0.277
C -1.489 3.080 3.969 -0.094
O -0.507 0.965 6.763 -0.222
C -0.670 1.842 7.892 -0.115
H 2.500 4.075 4.259 0.092
H 1.307 4.234 5.565 0.084
H 2.665 3.083 5.718 0.081
H -1.295 2.323 3.210 0.090
H -1.001 4.013 3.683 0.086
H -2.561 3.258 4.028 0.090
H -1.491 2.537 7.714 0.083
H 0.246 2.396 8.096 0.080
H -0.914 1.232 8.760 0.086

71
Properties=species:S:1:pos:R:3:lowdin_charge:R:1 method="wB97M-V/def2-TZVPD" orbital_gap_ev=9.072 homo_ev=-8.6 smiles=COC[C@H](C)N.COC[C@H](C)N.COC[C@H](C)N.OCCO.OCCO relative_energy_kj_mol=859.8 lumo_energy_ev=0.43 e_tot_ha=-1327.1408
C 5.180 1.185 3.931 -0.082
C 4.425 2.353 3.478 -0.425
C 2.941 1.961 3.102 -0.202
O 2.421 2.984 2.324 -0.168
C 1.107 2.780 1.863 -0.103
N 4.464 3.392 4.538 0.025
H 4.642 0.378 4.428 0.091
H 6.008 1.556 4.535 0.077
H 5.754 0.757 3.109 0.080
H 4.790 2.895 2.606 0.134
H 2.312 1.944 3.992 0.130
H 2.954 0.949 2.699 0.108
H 0.815 3.576 1.178 0.099
H 0.241 2.864 2.518 0.102
H 1.163 1.810 1.368 0.019
H 5.390 3.795 4.503 0.065
H 3.755 4.097 4.397 0.063
C 0.051 -2.637 1.859 -0.018
C 1.010 -3.321 0.768 -0.427
C 1.910 -2.458 -0.055 -0.211
O 3.050 -1.858 0.618 -0.152
C 3.475 -0.625 -0.078 -0.071
N 1.632 -4.493 1.253 0.028
H -0.508 -3.322 2.496 0.074
H -0.763 -2.303 1.216 0.059
H 0.571 -1.865 2.426 0.080
H 0.425 -3.822 -0.003 0.122
H 1.237 -1.656 -0.357 0.057
H 2.264 -3.024 -0.917 0.135
H 3.349 0.183 0.642 0.069
H 3.061 -0.542 -1.084 0.086
H 4.557 -0.693 -0.186 0.080
H 1.245 -5.254 0.713 0.074
H 1.519 -4.640 2.246 0.072
C -5.637 1.874 -0.971 -0.048
C -4.262 1.212 -0.921 -0.412
C -3.431 1.246 -2.199 -0.167
O -4.214 0.967 -3.402 -0.192
C -4.513 -0.422 -3.546 -0.100
N -3.406 1.450 0.261 0.046
H -5.610 2.889 -1.367 0.079
H -6.039 1.867 0.042 0.075
H -6.339 1.260 -1.535 0.078
H -4.572 0.187 -0.721 0.116
H -2.424 0.830 -2.171 0.057
H -3.216 2.290 -2.427 0.129
H -4.528 -0.960 -2.599 0.085
H -3.692 -0.775 -4.170 0.057
H -5.420 -0.541 -4.139 0.086
H -2.419 1.368 0.064 -0.043
H -3.561 2.399 0.571 0.078
C -0.620 -2.071 -2.694 -0.213
C -1.186 -2.074 -4.129 -0.243
O -1.541 -0.820 -4.587 -0.050
O -1.718 -1.847 -1.895 -0.060
H 0.223 -1.451 -2.389 0.114
H -0.272 -3.080 -2.473 0.122
H -2.054 -2.733 -4.167 0.122
H -0.488 -2.542 -4.822 0.118
H -1.376 -0.752 -5.530 0.104
H -1.875 -0.917 -2.074 0.027
C -0.884 0.940 -0.124 -0.165
C 0.427 0.246 0.318 -0.166
O 1.245 -0.009 -0.828 -0.164
O -1.502 0.244 -1.229 -0.141
H -0.728 1.993 -0.360 0.150
H -1.501 0.903 0.774 0.123
H 0.237 -0.793 0.590 0.074
H 0.970 0.737 1.125 0.069
H 0.911 0.597 -1.493 0.114
H -1.429 -0.658 -0.909 0.070